C23H32NO5 | ωB97M-V with the def2-TZVPD basis set

Output
M: 402.51 g mol⁻¹
total charge: -1
energy above the lowest of the compared OMol25 structures with the same formula, charge and spin: 836.8 kJ/mol
calculated total energy: -36090.0833 eV

Cartesian coordinates (Å):
O -1.389 -2.729 6.908
C -1.895 -2.521 5.771
O -3.058 -1.719 5.459
C -2.934 -1.372 4.059
O -3.475 -0.349 3.598
C -2.007 -2.429 3.320
C -1.785 -2.762 1.779
C -1.200 -1.551 0.896
C 0.069 -0.817 1.520
C 1.442 -0.955 0.755
C 2.719 -0.211 1.299
C 2.713 0.673 2.579
C 1.368 0.800 3.344
C 0.089 0.060 2.797
C -1.368 -3.133 4.382
C -0.357 -4.336 4.104
C 0.356 -4.938 5.412
O 0.696 -6.347 5.152
H -2.822 -3.020 1.334
H -1.119 -3.674 1.582
H -2.050 -0.831 0.584
H -0.843 -2.023 -0.100
H 1.573 -1.555 -0.202
H 3.722 -0.280 0.736
H 3.637 1.243 2.964
H 1.265 1.447 4.274
H -0.866 0.228 3.392
H 0.418 -4.076 3.293
H -0.994 -5.192 3.649
H 1.352 -4.384 5.572
H -0.306 -4.952 6.346
H 1.015 -6.390 4.225
C -0.617 0.439 -4.610
C 0.566 1.373 -4.280
C 0.435 2.682 -5.091
C -0.686 3.615 -4.645
C -1.034 3.484 -3.164
C 0.094 2.902 -2.282
N 0.478 1.599 -2.827
O 1.475 0.973 -2.090
C -0.518 2.694 -0.879
C 1.238 3.929 -2.157
C 1.851 0.686 -4.791
H -0.527 -0.512 -4.077
H -0.659 0.210 -5.684
H -1.577 0.880 -4.332
H 1.380 3.234 -5.040
H 0.297 2.455 -6.158
H -0.394 4.647 -4.868
H -1.587 3.426 -5.239
H -1.354 4.463 -2.785
H -1.918 2.842 -3.080
H -1.308 1.936 -0.905
H -0.965 3.622 -0.504
H 0.230 2.376 -0.147
H 0.866 4.870 -1.733
H 1.702 4.171 -3.117
H 2.029 3.573 -1.490
H 1.794 0.516 -5.874
H 2.009 -0.291 -4.329
H 2.736 1.302 -4.605